# 1
{"formula": "C20H3Cl72F5GaO2S2", "method": "ωB97M-V/def2-TZVPD", "total_charge": -1, "homo_lumo_gap_ha": 0.25602, "total_energy_ev": -1014126.7355, "homo_ev": -5.8, "symbols": ["O", "S", "O", "Ga", "S", "C", "F", "F", "C", "F", "F", "F", "H", "H", "H", "C", "Cl", "Cl", "Cl", "Cl", "C", "Cl", "Cl", "Cl", "Cl", "C", "Cl", "Cl", "Cl", "Cl", "C", "Cl", "Cl", "Cl", "Cl", "C", "Cl", "Cl", "Cl", "Cl", "C", "Cl", "Cl", "Cl", "Cl", "C", "Cl", "Cl", "Cl", "Cl", "C", "Cl", "Cl", "Cl", "Cl", "C", "Cl", "Cl", "Cl", "Cl", "C", "Cl", "Cl", "Cl", "Cl", "C", "Cl", "Cl", "Cl", "Cl", "C", "Cl", "Cl", "Cl", "Cl", "C", "Cl", "Cl", "Cl", "Cl", "C", "Cl", "Cl", "Cl", "Cl", "C", "Cl", "Cl", "Cl", "Cl", "C", "Cl", "Cl", "Cl", "Cl", "C", "Cl", "Cl", "Cl", "Cl", "C", "Cl", "Cl", "Cl", "Cl"], "xyz": [[3.789367, 0.806402, 3.128476], [3.111497, 1.710244, 2.200788], [2.486542, 0.994297, 1.089963], [1.469643, 3.009476, 3.338794], [1.156044, 1.795351, 5.263034], [4.411367, 2.856898, 1.456207], [4.362551, 4.082823, 2.038053], [4.135081, 3.023863, 0.134763], [5.869643, 2.353504, 1.605025], [6.685965, 3.176213, 0.886425], [6.257685, 2.420511, 2.893011], [6.026967, 1.096171, 1.140112], [0.129640, 3.095074, 2.490524], [2.029025, 4.475998, 3.572657], [0.539471, 2.638733, 6.099152], [6.552266, 1.683514, -3.390834], [5.432203, 0.801995, -2.333234], [6.385337, 1.114472, -5.054308], [6.167485, 3.409218, -3.311945], [8.213961, 1.420843, -2.853339], [-3.173599, 2.589261, 6.986399], [-2.804186, 2.734081, 5.268004], [-1.794821, 3.127514, 7.949918], [-4.571899, 3.610630, 7.369098], [-3.553608, 0.911628, 7.384330], [-1.038726, -1.557582, 5.037785], [0.236213, -2.051020, 3.920240], [-0.315651, -0.885213, 6.491145], [-2.062026, -0.344875, 4.259232], [-2.026598, -2.975114, 5.460300], [4.263331, -3.162291, 3.111777], [5.220463, -2.081291, 2.109659], [3.407722, -2.294613, 4.378116], [3.067444, -3.988751, 2.090799], [5.334566, -4.375716, 3.845192], [3.437849, -2.172939, -5.652308], [4.119844, -1.209885, -4.351275], [4.727304, -3.033900, -6.507933], [2.309802, -3.332930, -4.948705], [2.588658, -1.100544, -6.772853], [0.322718, -4.430940, -1.409639], [-1.162306, -5.108103, -0.727817], [1.549260, -4.312450, -0.149111], [0.910023, -5.480666, -2.707920], [-0.009886, -2.822843, -2.057876], [1.259005, 2.413667, -5.472939], [0.257934, 1.520288, -4.327494], [0.954962, 1.807681, -7.112431], [0.847574, 4.132169, -5.394106], [2.959172, 2.211852, -5.042635], [-4.110511, -2.906410, 2.086952], [-3.292034, -1.870108, 3.255018], [-2.916333, -3.842861, 1.178231], [-5.204540, -4.011417, 2.937172], [-5.040842, -1.916739, 0.957320], [6.958104, -3.557963, -1.314177], [5.426843, -4.388869, -1.015032], [7.909504, -3.564256, 0.170456], [7.834794, -4.366492, -2.621918], [6.649026, -1.893354, -1.808892], [10.334556, -3.062975, -5.455867], [9.343468, -1.874553, -4.612003], [12.034501, -2.819302, -5.038563], [9.850161, -4.703554, -4.992786], [10.123527, -2.868645, -7.200917], [-8.431879, -1.231747, -1.628884], [-9.850674, -1.345215, -2.676221], [-8.478841, 0.289042, -0.732331], [-8.424488, -2.579256, -0.493248], [-6.961173, -1.283945, -2.607139], [5.085947, 4.273942, -8.032639], [5.499178, 3.987554, -6.344206], [5.569957, 2.871804, -8.998151], [3.345339, 4.519804, -8.188157], [5.935103, 5.712354, -8.618504], [-2.843936, 1.971332, -1.832477], [-3.987844, 2.518294, -3.064766], [-2.368673, 0.301194, -2.181567], [-1.424588, 3.012083, -1.854611], [-3.608478, 2.039424, -0.242581], [0.583045, -8.006041, -6.093134], [1.277230, -8.939225, -7.423655], [1.880333, -7.248679, -5.166405], [-0.480184, -6.753912, -6.740541], [-0.342877, -9.079449, -5.038933], [-4.749392, 7.263062, 9.042579], [-6.154776, 6.204644, 8.819375], [-4.269905, 7.254636, 10.744165], [-3.407265, 6.692707, 8.055613], [-5.180175, 8.909309, 8.561571], [-5.311355, 0.746197, -6.585299], [-3.572037, 0.607088, -6.857287], [-5.753544, -0.168735, -5.140790], [-5.737437, 2.439962, -6.321701], [-6.185087, 0.125741, -7.990548], [-7.783673, 6.248321, 12.968068], [-7.937289, 5.805575, 14.673260], [-6.724558, 5.096843, 12.153886], [-9.378827, 6.220397, 12.207088], [-7.105411, 7.875111, 12.842981], [-11.818621, -4.600052, 0.167972], [-13.305458, -5.298772, 0.821276], [-10.612555, -4.482917, 1.453239], [-11.200493, -5.632171, -1.125421], [-12.157139, -2.991512, -0.477149]], "forces_ev_per_angstrom": [[0.6, 0.8, -0.1], [-1.4, -1.7, 0.6], [0.5, 0.7, -0.4], [-0.8, 1.2, 0.4], [0.4, -0.4, -0.1], [0.4, 0.2, -0.5], [-0.1, -0.5, -0.1], [0.2, -0.1, 0.5], [0.4, 0.2, 0.0], [-0.3, -0.6, 0.4], [-0.2, -0.2, -0.9], [-0.1, 0.9, 0.3], [0.2, -0.3, -0.2], [0.2, -0.2, 0.1], [0.0, 0.3, -0.3], [-0.1, -0.1, 0.1], [0.1, 0.5, -0.1], [0.2, -0.1, 0.1], [0.0, -0.1, 0.1], [0.0, 0.0, 0.0], [-0.1, 0.0, -0.1], [0.0, 0.1, 0.2], [0.0, 0.0, 0.0], [0.0, -0.2, 0.0], [0.0, 0.0, 0.0], [0.5, -0.3, 0.2], [-0.3, 0.1, 0.0], [-0.2, -0.3, 0.1], [2.8, 3.2, 2.7], [0.7, -0.3, 1.0], [0.1, 0.0, 0.0], [-0.1, 0.1, 0.1], [0.4, 0.1, -0.1], [0.4, 0.0, 0.7], [0.0, 0.0, 0.0], [-0.1, 0.0, 0.1], [0.0, -0.1, 0.0], [0.0, 0.0, 0.0], [-0.1, -0.1, -0.1], [0.0, -0.1, 0.0], [0.0, 0.0, 0.0], [0.3, -0.3, -0.4], [-0.4, 0.0, -0.7], [-0.1, 0.0, 0.1], [0.0, 0.0, 0.0], [0.0, -0.1, 0.2], [0.1, -0.1, -0.2], [0.0, 0.1, 0.0], [-0.1, 0.0, 0.0], [-0.2, -0.1, -0.1], [-0.4, -0.7, 0.0], [-3.1, -1.9, -3.9], [-0.2, 0.3, 0.3], [-0.3, -0.3, 0.0], [-0.1, 0.1, -0.1], [-0.1, 0.0, 0.0], [0.0, 0.0, -0.1], [0.1, -0.1, -0.1], [-0.1, -0.1, 0.3], [0.0, -0.2, 0.2], [-0.1, 0.0, 0.0], [0.0, 0.0, 0.0], [0.0, 0.0, 0.0], [0.2, 0.0, -0.2], [0.0, 0.0, 0.0], [0.1, 0.0, 0.1], [0.0, 0.0, -0.1], [0.0, 0.0, 0.0], [0.0, 0.0, 0.0], [-0.1, -0.1, 0.3], [0.0, 0.0, 0.1], [0.0, 0.3, -0.3], [0.0, 0.0, 0.0], [0.0, 0.0, 0.0], [0.0, 0.0, 0.0], [0.1, 0.0, 0.1], [-0.1, 0.0, -0.1], [0.0, 0.0, 0.0], [-0.1, 0.0, 0.2], [0.0, 0.0, 0.0], [0.0, 0.0, 0.0], [0.0, 0.0, 0.0], [0.1, -0.1, -0.1], [0.0, 0.0, 0.0], [0.0, 0.0, 0.0], [0.1, 0.0, 0.0], [0.0, 0.1, 0.0], [0.0, 0.0, -0.1], [0.0, 0.1, 0.0], [0.0, 0.0, 0.0], [0.2, 0.0, 0.1], [0.0, 0.0, 0.0], [0.0, 0.1, -0.3], [0.0, 0.1, -0.1], [0.0, 0.0, 0.0], [0.0, 0.0, 0.0], [0.0, 0.0, 0.0], [-0.1, 0.0, 0.1], [0.0, 0.0, 0.0], [0.0, 0.0, 0.0], [0.0, 0.0, 0.0], [0.0, 0.0, 0.0], [0.0, 0.0, 0.0], [0.0, 0.0, 0.0], [0.0, 0.0, 0.1]]}

# 2
{"formula": "C20H40BBr12NO4S", "method": "ωB97M-V/def2-TZVPD", "total_charge": 0, "homo_lumo_gap_ha": 0.35179, "total_energy_ev": -883089.4563, "homo_ev": -9.5, "symbols": ["C", "C", "C", "O", "S", "O", "O", "C", "C", "C", "B", "O", "N", "C", "C", "H", "H", "H", "H", "H", "H", "H", "H", "H", "H", "H", "H", "H", "H", "H", "H", "Br", "C", "C", "Br", "H", "H", "H", "H", "Br", "C", "C", "Br", "H", "H", "H", "H", "Br", "C", "C", "Br", "H", "H", "H", "H", "Br", "C", "C", "Br", "H", "H", "H", "H", "Br", "C", "C", "Br", "H", "H", "H", "H", "Br", "C", "C", "Br", "H", "H", "H", "H"], "xyz": [[-2.430513, -6.309354, 0.570821], [-3.321818, -5.279960, 0.297428], [-3.840559, -4.217670, 1.334949], [-5.302000, -4.296894, 1.496611], [-6.084593, -3.840201, 0.110384], [-6.513165, -5.040150, -0.677142], [-7.305858, -3.040755, 0.477837], [-5.042529, -2.765339, -0.955260], [-4.083167, -1.910994, -0.027485], [-3.313666, -2.739916, 1.097202], [-1.684107, -2.688305, 0.892668], [-0.879308, -2.929410, 2.057222], [-1.013389, -2.366892, -0.386831], [0.444194, -2.107194, -0.151271], [-1.033832, -3.529122, -1.336103], [-2.432691, -6.936934, 1.505157], [-1.686786, -6.564532, -0.241142], [-3.754801, -5.214294, -0.747056], [-3.431315, -4.542890, 2.342787], [-5.749627, -2.158826, -1.584906], [-4.372924, -3.374005, -1.638483], [-4.737319, -1.144073, 0.493334], [-3.360004, -1.337821, -0.671960], [-3.492337, -2.182945, 2.074624], [-1.507159, -3.080593, 2.797428], [0.977129, -3.022952, 0.254016], [0.972272, -1.811986, -1.112519], [0.606454, -1.243386, 0.566120], [-0.782855, -4.455651, -0.726883], [-2.068127, -3.680250, -1.749122], [-0.256469, -3.325606, -2.125960], [4.258470, -1.785295, -0.314268], [4.640816, -0.616274, 1.196917], [3.847706, 0.663304, 1.114406], [4.607212, 1.884916, -0.200164], [5.716707, -0.455870, 1.210146], [4.352129, -1.189232, 2.078746], [3.891077, 1.201747, 2.061478], [2.806860, 0.506243, 0.837967], [-2.928077, -6.956577, 4.600709], [-2.507003, -5.800192, 6.111321], [-3.283469, -4.510371, 6.044290], [-2.524475, -3.295225, 4.722188], [-1.428929, -5.654229, 6.109774], [-2.791276, -6.372016, 6.995074], [-3.219952, -3.974462, 6.991464], [-4.329950, -4.651854, 5.781380], [-10.576892, 0.823426, 3.578398], [-10.026447, -0.253013, 2.048269], [-8.529419, -0.418860, 2.002636], [-7.658149, 1.199876, 1.351834], [-10.433161, 0.226256, 1.160464], [-10.513249, -1.217991, 2.191231], [-8.251721, -1.197062, 1.290522], [-8.091747, -0.647228, 2.972218], [3.685845, 4.602592, -4.097909], [3.089551, 4.973935, -2.279549], [3.901979, 6.077973, -1.653173], [5.654774, 5.436524, -1.099170], [3.141553, 4.036025, -1.730275], [2.046123, 5.275376, -2.378412], [3.425825, 6.432246, -0.738432], [4.069388, 6.920550, -2.319066], [7.224563, 8.768444, -1.928269], [6.947822, 8.860085, -3.856600], [5.875134, 9.859239, -4.215527], [4.091867, 9.156902, -3.865258], [6.727103, 7.849141, -4.193199], [7.909517, 9.172092, -4.264646], [5.890921, 10.067598, -5.285538], [5.959461, 10.794618, -3.665968], [8.717885, 2.102566, -4.883120], [9.101905, 3.276254, -3.375444], [8.309063, 4.555423, -3.459925], [9.070633, 5.772728, -4.779091], [10.177884, 3.436936, -3.363977], [8.813729, 2.705919, -2.491745], [8.353768, 5.096452, -2.514678], [7.267522, 4.399234, -3.734478]], "forces_ev_per_angstrom": [[-0.9, 1.1, -0.6], [0.4, -0.7, 0.3], [1.1, -1.5, 0.6], [0.0, 1.5, -2.1], [-5.6, -1.4, -1.5], [2.2, 2.3, 1.9], [3.6, -1.2, 0.0], [1.9, 0.0, 0.5], [-0.9, 0.6, 0.2], [-0.2, 0.1, -0.3], [0.6, -0.3, 0.8], [-1.9, 0.5, -1.5], [1.2, -0.8, 1.1], [0.8, 0.6, 0.0], [-0.4, -0.2, 0.5], [0.7, 1.6, -0.6], [-1.6, -0.6, 0.7], [1.4, 0.5, 1.0], [-0.7, 0.3, -1.1], [0.5, -0.7, 1.0], [-1.2, 0.3, 0.9], [0.8, -0.8, -0.6], [-0.7, -0.7, 0.6], [0.1, -0.8, -1.0], [0.9, -0.1, -0.7], [-0.5, 1.0, -0.4], [-0.8, -0.4, 1.0], [-0.3, -1.1, -0.7], [0.0, 0.8, -1.2], [1.1, 0.2, 0.1], [-1.1, -0.4, 0.6], [0.1, 0.1, 0.0], [-0.2, -0.3, 0.0], [0.2, 0.2, 0.0], [-0.1, 0.0, 0.0], [-0.1, 0.1, 0.0], [0.0, 0.1, -0.1], [0.0, -0.1, 0.0], [0.1, -0.1, 0.0], [0.1, 0.1, 0.0], [-0.1, -0.3, 0.0], [0.1, 0.0, 0.1], [-0.3, 0.1, 0.6], [-0.1, 0.1, 0.0], [0.0, 0.1, 0.0], [0.1, 0.0, -0.1], [0.1, 0.0, 0.0], [0.0, 0.0, -0.1], [-0.1, -0.1, 0.3], [0.0, -0.1, -0.4], [0.1, 0.0, 0.1], [0.1, 0.0, 0.1], [0.1, 0.0, 0.0], [-0.1, 0.1, 0.1], [-0.1, 0.1, -0.1], [0.1, -0.1, 0.1], [-0.1, 0.1, -0.2], [0.0, -0.1, 0.3], [0.0, 0.0, 0.0], [0.1, 0.1, 0.0], [0.1, 0.0, 0.0], [0.0, -0.1, -0.1], [0.0, -0.1, 0.0], [0.0, 0.0, -0.1], [0.2, 0.1, 0.2], [-0.1, -0.1, -0.2], [0.0, 0.1, 0.0], [0.0, 0.1, 0.0], [-0.1, 0.0, 0.0], [0.0, -0.1, 0.1], [0.0, -0.1, 0.0], [0.1, 0.1, 0.0], [-0.2, -0.2, 0.0], [0.2, 0.2, 0.1], [-0.1, 0.0, 0.0], [-0.1, 0.1, 0.0], [0.0, 0.1, 0.0], [0.0, -0.1, -0.1], [0.1, 0.0, 0.0]]}